*A*
A single C7H6N2O molecule. Source: the Open Molecules 2025 dataset; level of theory: ωB97M-V/def2-TZVPD.

Summary:
- orbital gap (eV) = 10.4
- LUMO (eV) = 0.705
- total charge = 0

Last column: Löwdin charge in e.
Element x y z (Å)
C  -1.53  0.64  0.02  -0.01
C  -2.42  -0.43  0.01  -0.15
C  -0.78  -2.02  0.00  -0.11
C  0.16  -1.02  0.00  0.02
C  -0.18  0.31  0.01  -0.19
C  2.03  -0.87  0.01  -0.33
C  1.01  1.23  -0.01  -0.10
N  -2.06  -1.70  0.00  0.06
N  2.79  -1.85  0.00  0.15
O  2.20  0.44  0.02  0.00
H  -1.87  1.66  0.03  0.11
H  -3.48  -0.25  0.02  0.10
H  -0.53  -3.07  -0.01  0.11
H  1.03  1.84  -0.92  0.14
H  1.02  1.89  0.86  0.14
H  3.78  -1.66  0.01  0.07

=====

*B*
A single C7H6N2O molecule. Source: the Open Molecules 2025 dataset; level of theory: ωB97M-V/def2-TZVPD.

Summary:
- orbital gap (eV) = 9.0
- LUMO (eV) = -0.053
- total charge = 0

Last column: Löwdin charge in e.
Element x y z (Å)
C  1.18  -0.14  2.06  -0.08
C  -0.22  -0.28  2.32  -0.01
C  1.33  0.10  0.70  -0.08
C  -0.85  -0.15  1.10  -0.21
C  -2.21  -0.25  0.57  -0.24
C  -1.95  -0.08  -1.07  -0.24
C  -0.44  -0.07  -1.25  -0.07
N  -2.94  0.11  -1.80  0.17
N  0.10  -0.04  0.12  -0.09
O  -3.31  -0.46  1.04  0.10
H  2.07  -0.14  2.70  0.10
H  -0.84  -0.47  3.23  0.13
H  2.29  0.34  0.15  0.14
H  0.04  -0.90  -1.80  0.12
H  0.11  0.78  -1.89  0.17
H  -2.67  0.28  -2.77  0.07

=====

Most stable one: *A*, least stable one: *B*.